Record 1
An isolated molecule of C8H14ClO2P in a non-equilibrium geometry, computed with ωB97M-V/def2-TZVPD.

```
26
C8H14ClO2P, DFT ωB97M-V/def2-TZVPD
C 1.809 -0.753 1.557
C 1.461 -1.899 0.979
C 2.162 0.417 0.774
C 2.135 0.082 -0.811
C 1.635 1.259 -1.587
C -2.811 0.691 1.235
C -2.000 -1.570 0.599
C -2.034 -0.117 0.108
O 1.255 -2.320 -2.034
O -0.731 0.341 0.065
P 1.145 -1.510 -0.787
Cl -1.231 -2.580 -0.646
H 2.088 -0.851 2.592
H 0.920 -2.693 1.468
H 1.429 1.182 0.876
H 3.197 0.743 1.103
H 3.035 -0.311 -1.341
H 1.718 0.840 -2.580
H 2.514 2.050 -1.426
H 0.662 1.513 -1.211
H -1.994 0.596 2.032
H -2.795 1.740 0.788
H -3.813 0.486 1.567
H -3.023 -1.951 0.568
H -1.636 -1.734 1.560
H -2.601 -0.069 -0.760
```

**Electronic energy**: -34425.5582 eV
**Gap between HOMO and LUMO (alpha / beta)**: 7.452 / 7.454 eV
**LUMO energy (alpha / beta)**: -0.90 / -0.90 eV


Record 2
An isolated molecule of C8H14FN3 in a non-equilibrium geometry, computed with ωB97M-V/def2-TZVPD.

```
26
C8H14FN3, DFT ωB97M-V/def2-TZVPD
C 2.393 -0.551 3.237
C -1.886 -2.819 1.095
C 1.261 -0.364 2.509
C -0.934 0.124 -0.849
C 0.881 2.390 -2.481
C -1.271 1.524 -1.235
C -0.613 1.928 -2.638
C 0.046 -1.464 0.626
N -1.113 -2.206 0.311
N -0.105 -0.087 0.063
N 0.407 -1.367 2.019
F 0.734 -2.706 2.316
H 2.773 0.295 3.791
H 2.841 -1.523 3.489
H -2.883 -3.286 0.846
H -1.836 -3.086 2.137
H 1.002 0.622 2.110
H -1.452 -0.711 -1.509
H 1.554 1.609 -2.034
H 1.095 3.442 -1.944
H 1.227 2.713 -3.564
H -0.915 2.227 -0.578
H -2.350 1.495 -1.414
H -1.195 2.715 -3.049
H -0.613 1.002 -3.247
H 0.953 -1.917 -0.006
```

**Electronic energy**: -15705.3306 eV
**Energy above the lowest of the compared OMol25 structures with the same formula, charge and spin**: 0.545 eV
**Gap between HOMO and LUMO**: 9.561 eV
**SMILES**: C=CN(F)[C@@H](N=C)/N=C/CCC
**LUMO energy**: 0.97 eV


Record 3
A structure of composition C8H14LiN4O8 in a non-equilibrium geometry, computed with ωB97M-V/def2-TZVPD.

```
35
C8H14LiN4O8, DFT ωB97M-V/def2-TZVPD
Li 0.218 0.172 -0.295
C -1.180 4.746 3.319
C -2.375 4.345 3.925
C -3.357 3.365 3.093
O -4.525 3.090 3.444
C -2.905 2.952 1.710
C -1.738 3.430 1.219
C -0.796 4.349 2.075
O 0.360 4.684 1.663
O -1.446 2.993 0.008
O -2.758 4.798 5.074
H -0.532 5.458 3.808
H -3.420 2.137 1.223
C 4.315 -3.584 -1.636
O 4.796 -3.147 -2.661
N 3.019 -3.485 -1.352
N 4.898 -4.041 -0.583
H 2.776 -3.989 -0.511
H 2.552 -2.740 -1.849
H 4.440 -3.992 0.316
H 5.907 -4.084 -0.564
C -2.332 -2.336 -3.048
O -1.515 -2.075 -2.186
N -2.353 -1.622 -4.141
N -3.135 -3.321 -3.180
H -3.208 -1.564 -4.675
H -1.732 -0.829 -4.073
H -3.390 -3.783 -2.319
H -3.817 -3.368 -3.923
O 3.032 1.060 -0.865
H 3.987 1.025 -0.924
H 2.834 1.987 -0.733
O 0.894 -0.736 2.600
H 1.713 -0.362 2.927
H 0.773 -1.533 3.115
```

**Electronic energy**: -31067.3532 eV
**Charge**: -1
**Gap between HOMO and LUMO**: 3.227 eV
**LUMO energy**: 0.87 eV


Record 4
The ion C8H14N with charge +1 in a non-equilibrium geometry, computed with ωB97M-V/def2-TZVPD.

```
23
C8H14N, DFT ωB97M-V/def2-TZVPD
C 1.109 -1.679 0.565
C 0.080 -0.695 0.373
C 1.402 -0.275 1.225
C 0.676 0.675 0.118
C 1.456 1.181 -1.005
C -0.235 1.766 0.728
C -2.474 -0.344 -0.341
C -1.395 -1.013 0.640
N 2.328 -1.697 -0.110
H 1.055 -2.503 1.365
H 2.508 0.823 -1.165
H 1.628 2.245 -0.837
H 0.857 1.111 -1.977
H 0.244 2.461 1.286
H -0.966 1.201 1.441
H -0.705 2.280 -0.168
H -2.484 0.755 -0.402
H -3.556 -0.617 -0.105
H -2.262 -0.693 -1.339
H -1.552 -2.135 0.514
H -1.644 -0.839 1.687
H 3.049 -2.172 0.302
H 2.580 -0.987 -0.819
```

**Electronic energy**: -10000.1358 eV
**Energy above the lowest of the compared OMol25 structures with the same formula, charge and spin**: 4.943 eV
**Charge**: +1
**Gap between HOMO and LUMO (alpha / beta)**: 7.988 / 7.988 eV
**LUMO energy (alpha / beta)**: -5.91 / -5.91 eV


Record 5
A cluster of 2 separate species, C8H14N in total in a non-equilibrium geometry, computed with ωB97M-V/def2-TZVPD.

```
23
C8H14N, DFT ωB97M-V/def2-TZVPD
C -2.749 -1.655 -1.972
C -1.519 -0.972 -1.643
C -1.691 0.139 0.637
C -1.360 -0.367 -0.521
C 3.613 1.322 -0.071
C 2.802 1.913 1.138
C 2.254 0.931 0.211
C -1.586 -0.520 1.946
N 1.271 0.149 -0.129
H -3.053 -1.439 -2.955
H -2.609 -2.756 -2.019
H -0.765 -0.947 -2.389
H -2.000 1.166 0.631
H 3.805 1.863 -0.972
H 4.241 0.569 0.108
H 3.184 1.477 2.123
H 2.680 2.958 0.952
H -0.897 0.042 2.619
H -2.546 -0.551 2.500
H -1.069 -1.541 1.782
H 1.276 -0.469 -0.961
H 0.193 0.152 0.130
H -3.476 -1.461 -1.146
```

**Electronic energy**: -10002.0598 eV
**Energy above the lowest of the compared OMol25 structures with the same formula, charge and spin**: 3.019 eV
**Charge**: +1
**Gap between HOMO and LUMO**: 8.736 eV
**LUMO energy**: -4.26 eV


Record 6
The ion C8H14N with charge +1 in a non-equilibrium geometry, computed with ωB97M-V/def2-TZVPD.

```
23
C8H14N, DFT ωB97M-V/def2-TZVPD
C 0.724 -2.055 -0.209
C 0.042 1.707 -0.780
C 1.067 -0.573 -0.382
C -0.092 0.467 -0.298
C -2.526 0.918 0.497
C -2.448 -0.475 -0.202
C -1.280 0.120 0.553
C 2.279 -0.197 0.184
N 2.609 0.971 0.615
H 1.302 -2.657 -0.855
H 1.019 -2.329 0.864
H -0.295 -2.413 -0.265
H -0.787 2.406 -0.637
H 1.180 -0.550 -1.529
H -2.554 1.798 0.059
H -3.277 1.033 1.362
H -2.938 -1.249 0.387
H -2.417 -0.385 -1.255
H -0.942 -0.510 1.424
H 2.909 -1.063 0.268
H 3.471 1.259 1.033
H 1.035 1.972 -1.339
H 1.920 1.804 0.504
```

**Electronic energy**: -10003.4253 eV
**Energy above the lowest of the compared OMol25 structures with the same formula, charge and spin**: 1.654 eV
**Charge**: +1
**Gap between HOMO and LUMO**: 8.457 eV
**SMILES**: C=C(C1CC1)[C@H](C)C=[NH2+]
**LUMO energy**: -4.73 eV


Record 7
The ion C8H14N with charge +1 in a non-equilibrium geometry, computed with ωB97M-V/def2-TZVPD.

```
23
C8H14N, DFT ωB97M-V/def2-TZVPD
C -1.499 0.926 0.197
C -1.759 -0.350 0.368
C -1.142 -1.123 -0.514
C 1.862 -2.401 1.576
C 0.428 2.257 -0.162
C -1.722 2.656 -1.427
C -0.002 -1.988 -0.229
C 0.989 -1.422 0.932
N -0.926 1.864 -0.424
H -1.628 -1.378 -1.474
H 2.794 -2.539 1.028
H 1.429 -3.389 1.543
H 2.169 -2.159 2.592
H 0.783 1.720 0.600
H 0.970 1.969 -1.025
H 0.579 3.447 0.123
H -0.990 3.407 -1.675
H -1.780 2.138 -2.329
H -2.590 3.099 -0.997
H -0.426 -2.855 0.235
H 0.512 -2.294 -1.101
H 1.591 -0.661 0.358
H 0.357 -0.924 1.804
```

**Electronic energy**: -10001.3126 eV
**Energy above the lowest of the compared OMol25 structures with the same formula, charge and spin**: 3.766 eV
**Charge**: +1
**Gap between HOMO and LUMO**: 9.745 eV
**SMILES**: CCCC=C=C=[N+](C)C
**LUMO energy**: -4.49 eV


Record 8
The ion C8H14N with charge +1 in a non-equilibrium geometry, computed with ωB97M-V/def2-TZVPD.

```
23
C8H14N, DFT ωB97M-V/def2-TZVPD
C 1.829 -0.236 -0.943
C 0.587 -0.218 -1.175
C -2.591 0.543 -0.405
C -1.612 -0.556 0.063
C -1.623 0.889 -1.640
C -0.838 -0.296 -1.248
C 1.560 1.197 1.197
C 1.668 -1.247 1.376
N 1.710 -0.059 0.481
H 2.821 -0.380 -1.298
H -3.493 0.059 -0.562
H -2.699 1.169 0.481
H -1.116 -0.380 0.923
H -2.130 -1.447 0.244
H -1.909 0.815 -2.683
H -1.109 1.954 -1.512
H -1.099 -1.232 -1.986
H 0.537 1.098 1.823
H 2.454 1.093 1.829
H 1.557 2.085 0.422
H 2.560 -1.864 0.890
H 2.106 -1.078 2.297
H 0.828 -1.907 1.427
```

**Electronic energy**: -10000.1764 eV
**Energy above the lowest of the compared OMol25 structures with the same formula, charge and spin**: 4.902 eV
**Charge**: +1
**Gap between HOMO and LUMO**: 8.857 eV
**LUMO energy**: -4.88 eV


Record 9
The ion C8H14N with charge +1 in a non-equilibrium geometry, computed with ωB97M-V/def2-TZVPD.

```
23
C8H14N, DFT ωB97M-V/def2-TZVPD
C -1.392 -0.225 0.171
C -0.489 -0.885 1.005
C 0.805 -0.922 0.654
C -0.931 0.472 -1.042
C -0.969 -1.516 2.293
C 2.117 -1.442 0.800
C -1.393 1.947 -1.056
C 1.351 1.200 -1.695
N 0.405 0.215 -1.352
H -2.451 -0.274 0.370
H -1.526 -0.040 -1.830
H -1.880 -1.032 2.631
H -0.214 -1.433 3.071
H -1.170 -2.572 2.120
H 2.365 -2.072 -0.059
H 2.192 -2.065 1.697
H 2.862 -0.644 0.843
H -0.929 2.482 -0.230
H -2.473 2.006 -0.952
H -1.105 2.417 -1.993
H 1.361 2.058 -1.013
H 1.128 1.582 -2.700
H 2.339 0.744 -1.733
```

**Electronic energy**: -10001.2567 eV
**Energy above the lowest of the compared OMol25 structures with the same formula, charge and spin**: 0.000 eV
**Charge**: +1
**⟨S²⟩**: 2.03
**Gap between HOMO and LUMO (alpha / beta)**: 6.990 / 8.335 eV
**LUMO energy (alpha / beta)**: -5.06 / -6.15 eV
**Spin multiplicity**: 3


Record 10
A cluster of 2 separate species, C8H14N2 in total in a non-equilibrium geometry, computed with ωB97M-V/def2-TZVPD.

```
24
C8H14N2, DFT ωB97M-V/def2-TZVPD
C -1.050 -0.791 -2.567
C -2.232 -0.012 -1.973
C -2.547 -0.316 -0.461
C -2.989 -1.628 0.043
N -3.334 -2.660 0.525
H -1.055 -1.864 -2.378
H -0.122 -0.369 -2.181
H -0.956 -0.641 -3.642
H -3.141 -0.117 -2.566
H -2.005 1.041 -2.138
H -3.383 0.380 -0.400
H -1.695 0.017 0.131
C 2.871 1.619 0.795
C 1.869 1.254 1.990
C 1.140 -0.125 1.747
C 2.046 -1.407 1.723
N 2.638 -2.355 1.782
H 2.539 1.405 -0.221
H 3.724 0.943 0.859
H 3.207 2.655 0.836
H 1.205 2.112 1.886
H 2.325 1.245 2.980
H 0.624 -0.081 0.788
H 0.320 -0.304 2.442
```

**Electronic energy**: -11490.2023 eV
**Energy above the lowest of the compared OMol25 structures with the same formula, charge and spin**: 0.517 eV
**Charge**: +1
**⟨S²⟩**: 0.77
**Gap between HOMO and LUMO (alpha / beta)**: 9.677 / 2.822 eV
**LUMO energy (alpha / beta)**: -4.65 / -11.50 eV
**Spin multiplicity**: 2